Entry 1:
ORCA calculation (the ωB97M-V functional and the def2-TZVPD basis) on a structure of composition C31H41GaN2O8 at a distorted geometry.

Computed properties:
charge = -2
molecular weight = 639.40 g mol⁻¹
E_HOMO = 0.048 hartree
DFT total energy = -3842.02697 Eh

Geometry as XYZ:
```
83
Properties=species:S:1:pos:R:3:forces:R:3
C 0.8169 2.6963 -3.7046 0.204 0.561 -0.828
C 1.8658 2.3413 -2.6170 -0.066 -0.060 -0.274
C -0.2953 1.6388 -3.6697 -0.054 -0.049 0.169
C 0.4138 0.3790 -3.1764 0.349 0.326 -0.336
H -0.7232 1.5243 -4.6696 -0.064 -0.001 0.291
H -1.0813 1.9301 -2.9596 0.181 0.062 -0.194
C 1.4811 0.9263 -2.1928 -0.653 -0.461 0.682
H 1.8165 3.0896 -1.8117 0.121 -0.398 -0.090
H 2.8768 2.3338 -3.0382 -0.118 0.108 0.093
C 0.6165 0.9927 -0.9389 -0.509 0.189 0.699
H 2.3367 0.2462 -2.0254 -0.338 0.347 -0.175
H 0.8517 -0.1046 -4.0568 -0.076 -0.209 0.202
C -0.4408 -0.5608 -2.3089 0.160 -0.110 -0.459
C 0.2334 4.0865 -3.6613 0.626 0.738 1.422
C 1.5043 2.6570 -5.0787 -0.615 -1.450 -0.389
O 1.3588 1.7098 -5.8327 0.611 1.645 0.546
O 0.5434 4.9616 -2.8713 -0.512 -0.679 -0.905
O -0.6387 4.2682 -4.6666 0.052 0.332 0.095
O 2.1987 3.7543 -5.4696 0.637 -0.128 0.024
C 3.0053 4.6099 -4.6009 -0.278 -0.158 -0.242
H 3.2529 4.1639 -3.6258 -0.283 0.167 -0.523
H 2.4773 5.5597 -4.4551 0.149 -0.291 0.053
H 3.9195 4.7792 -5.1784 -0.133 -0.010 0.206
C -1.0376 5.6292 -4.8470 -0.127 -0.024 0.001
H -1.7017 5.9459 -4.0375 0.135 -0.014 -0.114
H -1.5595 5.6401 -5.8000 -0.044 0.091 0.016
H -0.1612 6.2854 -4.8787 -0.182 -0.122 0.028
O -0.2884 -0.1199 -0.9821 0.712 0.164 -0.220
H -0.0089 1.9032 -0.9353 0.297 0.013 -0.155
H 1.1570 1.0053 0.0187 -0.165 -0.319 -0.253
C 0.1201 -1.9712 -2.4627 0.081 -0.305 -0.045
C -1.9352 -0.5776 -2.6480 -0.099 -0.136 -0.132
H -2.0964 -0.3665 -3.7104 -0.081 -0.117 0.016
H -2.4976 0.1442 -2.0482 0.210 -0.036 -0.062
H -2.3206 -1.5782 -2.4266 -0.157 0.190 0.007
H -0.1627 -2.6007 -1.6154 -0.018 0.153 0.008
H 1.2105 -1.9519 -2.5470 -0.051 -0.036 0.163
H -0.2780 -2.4177 -3.3799 0.061 -0.050 -0.041
Ga -0.6108 -0.1522 1.9162 3.159 1.111 -2.533
C 2.6405 -1.1204 3.0994 0.169 0.472 -0.323
C 2.8478 -1.0184 1.6963 0.574 0.645 0.403
C 3.0877 0.3555 1.3915 -0.087 -0.277 0.734
H 2.8331 -1.8416 0.9865 0.063 0.075 0.043
C 2.9395 1.1080 2.5988 0.239 -1.085 -0.240
C 2.6687 0.1876 3.6488 0.423 0.052 -0.617
H 2.5130 0.4451 4.6919 -0.056 -0.049 -0.162
H 2.5502 -2.0471 3.6661 -0.221 0.188 -0.098
H 3.3739 0.7567 0.4192 -0.218 -0.042 0.091
H 3.0250 2.1850 2.6949 -0.039 -0.039 -0.009
C -2.2900 1.2564 2.1784 0.174 1.996 0.825
C -1.3683 1.4952 3.3053 -1.198 1.694 -0.748
C -0.4272 2.4876 2.8818 -1.249 -0.757 -0.152
H -1.5190 1.1542 4.3250 0.233 -0.167 -0.314
C -0.7445 2.8720 1.5535 -0.978 -0.437 0.365
C -1.8785 2.1413 1.1138 -0.118 0.315 1.432
H -2.4097 2.2812 0.1771 0.220 -0.221 -0.007
H -3.2533 0.7571 2.2555 0.301 -0.133 -0.112
H 0.3462 2.9161 3.5052 0.113 -0.252 -0.152
H -0.2623 3.6711 1.0003 0.161 -0.260 -0.074
C 0.8727 -4.6143 3.4134 0.330 -0.159 -0.077
C -0.4933 -4.9328 2.8323 -0.496 -0.272 0.025
C -1.6207 -3.9178 3.1485 -0.347 0.215 0.405
C -3.0123 -4.3999 2.6672 0.032 0.124 0.542
C -3.0464 -4.9022 1.2369 0.020 -0.043 -0.310
C -1.6976 -3.6572 4.6935 0.538 0.530 0.617
O -2.3898 -4.3124 5.4544 0.266 -0.098 -0.494
N -0.8829 -2.6379 5.2342 -0.730 -0.884 0.245
C -0.3989 -1.5410 4.5246 0.495 0.526 -1.662
O 0.1499 -0.5761 5.0341 -0.919 -1.498 0.425
N -0.6302 -1.6436 3.1767 -0.928 -1.118 1.585
C -1.3193 -2.5882 2.4876 0.548 2.011 -0.586
O -1.6487 -2.2377 1.3208 -0.393 -1.952 1.530
H 1.3900 -3.8348 2.8414 -0.182 0.021 0.283
H 1.4865 -5.5219 3.3569 0.009 0.158 0.043
H 0.8040 -4.3180 4.4670 0.165 -0.027 -0.286
H -0.4237 -5.0222 1.7408 -0.036 0.116 0.170
H -0.8395 -5.9125 3.1934 0.031 0.118 0.041
H -3.3886 -5.1656 3.3612 0.193 0.153 -0.134
H -3.6923 -3.5401 2.7606 0.126 -0.179 -0.028
H -2.5767 -5.8862 1.1369 -0.021 0.089 -0.008
H -4.0865 -4.9931 0.9174 -0.019 -0.100 -0.045
H -2.5535 -4.1905 0.5678 -0.072 -0.156 0.130
H -0.8941 -2.4970 6.2367 -0.235 -0.324 -0.046
```
Forces are in eV/Å.

Mulliken atomic charge list, values in e, 5 entries: atom 1 (C): 3.0894, atom 2 (C): -2.1391, atom 3 (C): -2.3531, atom 4 (C): -0.4129, atom 5 (H): 0.5907

Entry 2:
ORCA calculation (the ωB97M-V functional and the def2-TZVPD basis) on a cluster of 6 separate species, C44H96F4N6O8S4 in total at a distorted geometry.

Computed properties:
charge = +2
molecular weight = 1041.55 g mol⁻¹
E_HOMO = -0.467 hartree
DFT total energy = -4656.10517 Eh
relative energy (zero: lowest compared OMol25 entry of this formula, charge and spin) = 0.0 kcal per mole

Geometry as XYZ:
```
162
Properties=species:S:1:pos:R:3:forces:R:3
C 7.8017 -3.2285 0.4273 0.123 -1.354 0.539
C 6.4942 -3.9402 0.0393 -0.448 1.556 0.493
C 6.0317 -3.3591 -1.2847 -1.036 -0.713 -1.584
C 4.5534 -3.7184 -1.5735 0.887 0.513 0.403
N 3.8483 -2.7383 -2.4800 -1.626 -1.796 -0.376
C 2.4188 -3.3464 -2.6538 0.087 1.453 0.334
C 1.5647 -2.1559 -3.0842 0.003 -0.356 -0.385
C 2.2422 -0.8958 -2.4698 -1.444 -1.067 -0.237
C 3.5354 -1.4385 -1.8267 -0.484 0.960 -0.510
C 4.4889 -2.5781 -3.8650 -0.151 -0.113 1.483
C 4.6562 -3.9352 -4.5937 -0.218 0.718 0.116
C 6.0178 -4.0755 -5.2769 -0.855 0.183 -0.040
H 8.4884 -3.2789 -0.4169 0.151 0.152 0.093
H 8.2537 -3.7654 1.2640 0.204 0.056 -0.096
H 7.6936 -2.2014 0.7695 -0.342 0.078 -0.313
H 5.7091 -3.7393 0.7810 0.133 0.357 0.113
H 6.4942 -5.0299 0.0676 0.658 -0.029 -0.520
H 6.6459 -3.7295 -2.1135 0.024 -0.355 0.131
H 6.1457 -2.2844 -1.4517 0.067 0.179 0.998
H 3.9902 -3.7159 -0.6396 -0.042 0.249 0.007
H 4.4307 -4.7284 -1.9560 0.087 0.104 -0.272
H 2.4692 -4.1849 -3.3368 -0.069 -0.081 0.113
H 2.0771 -3.6123 -1.6545 0.304 -0.469 -0.014
H 1.4956 -2.1361 -4.1721 0.072 0.289 -0.011
H 0.5448 -2.2502 -2.7139 0.026 -0.156 0.015
H 2.1753 -0.1217 -3.2317 1.121 0.189 0.116
H 1.5552 -0.5656 -1.6929 0.276 0.214 0.250
H 4.3583 -0.7315 -1.8951 0.223 -0.245 0.196
H 3.2569 -1.6772 -0.8029 0.451 0.086 0.165
H 5.3818 -2.0088 -3.6035 0.403 -0.350 -0.560
H 3.8234 -1.8924 -4.3863 0.054 -0.069 -0.153
H 3.8389 -3.9299 -5.3168 0.224 -0.332 -0.290
H 4.4442 -4.7836 -3.9452 0.187 0.110 0.174
H 6.1018 -5.0598 -5.7316 0.068 0.066 -0.120
H 6.8376 -3.9438 -4.5737 0.049 0.112 -0.056
H 6.0195 -3.3076 -6.0501 0.610 -0.113 -0.101
C -4.5356 -4.3910 -4.8910 -0.278 -1.719 0.226
C -5.7289 -3.6778 -4.2752 1.368 1.152 0.488
C -5.4076 -3.1637 -2.8627 -1.371 1.050 0.628
C -6.5393 -2.1337 -2.4843 1.265 -1.000 -0.111
N -6.2959 -1.4798 -1.1552 -0.185 0.297 1.135
C -5.9541 -2.4846 -0.0587 -1.591 -0.615 -0.538
C -6.4579 -1.8689 1.2415 1.682 0.407 0.316
C -7.5520 -0.8254 0.9194 0.185 -1.383 -0.538
C -7.5950 -0.8566 -0.5997 0.177 0.068 -1.117
C -5.1499 -0.4770 -1.2082 0.848 -1.746 -0.763
C -5.3907 0.7153 -2.0762 -0.046 2.148 0.325
C -4.2261 1.7439 -2.0434 0.607 -1.343 -0.741
H -4.2459 -5.3372 -4.4159 -0.333 0.149 0.519
H -3.6302 -3.7921 -4.8117 -0.152 0.287 -0.560
H -4.7922 -4.7615 -5.8850 0.372 0.660 -0.311
H -6.6909 -4.1848 -4.2570 0.165 -0.372 -0.237
H -5.8205 -2.7795 -4.8939 -0.486 -0.014 -0.038
H -4.4551 -2.6537 -2.7215 0.242 -0.210 -0.652
H -5.4203 -3.9487 -2.1056 -0.025 -0.254 -0.235
H -7.4642 -2.7080 -2.4801 -0.234 0.329 0.359
H -6.6053 -1.3463 -3.2288 -0.078 0.007 -0.026
H -4.9177 -2.8113 -0.0701 0.140 0.433 -0.102
H -6.5603 -3.3598 -0.3070 0.022 -0.046 0.019
H -5.5769 -1.3651 1.6507 -0.241 0.252 0.276
H -6.6551 -2.6617 1.9606 -0.527 0.106 -0.061
H -7.3264 0.1347 1.3683 -0.152 0.040 -0.106
H -8.5368 -1.2066 1.1828 0.032 0.356 0.637
H -7.7933 0.0895 -1.0981 0.251 0.043 0.070
H -8.3674 -1.5378 -0.9538 -0.027 -0.063 0.169
H -4.3392 -1.0326 -1.6932 -0.102 -0.080 -0.159
H -4.7129 -0.4613 -0.2111 -0.657 1.256 0.232
H -6.2662 1.3169 -1.8147 -0.165 -0.349 0.295
H -5.5507 0.4495 -3.1216 0.107 -0.361 0.055
H -4.0174 2.1468 -1.0580 -0.346 0.352 -0.087
H -4.3641 2.4548 -2.8573 -0.298 0.446 0.461
H -3.3007 1.2388 -2.3390 0.073 -0.175 0.161
C -0.9133 2.6723 5.4283 -1.150 0.300 0.932
C -0.5003 1.6380 4.4033 0.086 -0.890 1.005
C 0.1238 0.3663 5.0538 1.381 0.516 -1.372
C 0.3600 -0.6404 3.9111 -1.337 -0.827 0.968
N 1.1725 -1.8703 4.3314 1.683 0.716 0.017
C 1.2996 -2.8105 3.1578 -1.110 0.261 -0.928
C 2.3727 -2.2169 2.2578 0.583 -0.803 0.329
C 3.4046 -1.6922 3.2823 -0.401 1.697 -0.527
C 2.6117 -1.4375 4.5614 0.526 -0.634 0.953
C 0.5744 -2.5017 5.5827 0.328 0.291 -0.767
C 1.0749 -3.9243 5.8393 -0.924 -0.543 -0.720
C 0.6999 -4.3976 7.2279 -0.157 0.481 0.278
H -1.7830 3.2405 5.0923 0.240 0.053 -0.351
H -0.2172 3.4093 5.8299 0.526 -0.279 -0.400
H -1.3146 2.1572 6.3092 0.143 -0.088 0.026
H 0.2858 1.9777 3.7280 -0.473 0.299 -0.433
H -1.4127 1.3162 3.9012 0.203 0.230 -0.524
H -0.3797 -0.0382 5.9268 -0.353 0.070 -0.181
H 1.1335 0.6783 5.3414 -0.133 0.022 0.611
H 0.7976 -0.1627 3.0379 0.315 -0.121 0.089
H -0.5887 -1.0842 3.6007 -0.091 0.250 -0.189
H 1.5727 -3.8307 3.4097 0.041 0.205 0.622
H 0.3036 -2.8343 2.7171 0.110 -0.187 -0.198
H 2.7958 -2.9838 1.6061 -0.063 -0.186 0.153
H 2.0086 -1.4552 1.5732 -0.136 0.236 0.351
H 4.3328 -2.2188 3.4875 -0.267 -0.546 -0.275
H 3.6946 -0.7059 2.9112 0.383 -0.092 0.046
H 2.9794 -2.0248 5.4037 0.041 -0.171 -0.157
H 2.7218 -0.4096 4.8953 -0.615 0.050 -0.114
H -0.4932 -2.4410 5.3703 -0.118 -0.436 0.345
H 0.7752 -1.8171 6.4047 0.179 -0.054 0.006
H 2.1129 -4.1025 5.5549 0.102 0.274 0.266
H 0.4775 -4.5741 5.1909 0.254 0.069 -0.293
H -0.3029 -3.9928 7.3901 0.039 -0.165 0.499
H 1.3786 -4.0379 8.0010 -0.119 0.063 0.046
H 0.6251 -5.4798 7.2995 0.151 -0.005 -0.087
C 4.1091 7.9297 -2.2297 -0.492 0.052 0.605
C 3.4875 6.8845 -3.1539 0.518 -0.316 0.390
C 2.6837 5.7649 -2.4926 -1.072 -0.260 -0.105
C 1.5028 6.1913 -1.6229 0.950 0.623 0.683
N 1.1347 5.1940 -0.5347 0.782 0.561 0.297
C 0.1635 5.8823 0.4244 -0.750 0.368 -0.959
C 0.6049 5.6853 1.8404 -0.637 -0.595 2.346
C 1.9242 4.9358 1.8830 1.119 -0.100 -1.250
C 2.3618 4.9209 0.4041 -0.525 -0.263 -0.482
C 0.5707 3.9160 -1.1097 -1.170 0.030 0.552
C -0.7112 4.0599 -2.0016 -0.659 0.180 0.922
C -0.6234 3.6443 -3.4541 -0.554 0.300 -0.071
H 4.8968 8.4818 -2.7366 -0.102 0.108 -0.023
H 4.5235 7.5606 -1.2864 0.182 -0.450 -0.230
H 3.3349 8.6221 -1.8883 0.116 0.269 -0.256
H 4.2780 6.2936 -3.6218 0.101 0.489 -0.456
H 2.9239 7.4309 -3.9097 -0.075 -0.312 -0.179
H 3.3682 5.1622 -1.8923 0.006 -0.016 -0.074
H 2.2734 5.1304 -3.2829 0.299 -0.187 -0.012
H 0.6133 6.4888 -2.1738 -0.110 -0.422 -0.067
H 1.8034 7.0920 -1.0817 -0.057 -0.055 0.128
H -0.8166 5.5012 0.1506 -0.064 -0.165 0.533
H 0.1078 6.9557 0.2455 0.354 -0.089 -0.583
H -0.1675 5.1471 2.3964 0.056 -0.305 -0.192
H 0.6562 6.6006 2.4306 0.170 0.336 -0.533
H 1.9483 3.9307 2.3087 -0.874 -0.166 -0.365
H 2.7994 5.3385 2.4026 -0.535 0.863 0.209
H 2.8104 3.9417 0.2453 0.088 0.230 -0.905
H 2.9901 5.7520 0.0983 0.533 -0.207 0.590
H 0.3064 3.3888 -0.1943 -0.250 -0.359 -0.105
H 1.3606 3.3274 -1.5742 0.146 0.383 -0.261
H -1.1968 5.0428 -1.9830 0.794 0.394 0.206
H -1.5114 3.5305 -1.4785 0.296 -0.521 -0.101
H 0.1503 4.2468 -3.9347 0.341 -0.762 -0.324
H -1.5378 3.9204 -3.9872 -0.090 0.225 0.266
H -0.6312 2.5591 -3.5676 0.928 0.049 -0.143
N -4.5670 3.8722 1.6356 0.595 -4.123 0.866
S -3.0161 3.9880 1.6749 5.437 5.787 -0.813
O -2.1158 3.3859 0.7084 -1.159 -1.400 0.232
O -2.3278 4.3047 2.9147 -1.290 -1.278 -0.023
F -2.9689 5.4636 1.0287 -0.785 0.640 -0.226
S -4.5225 2.2353 2.1179 -3.456 -1.189 0.427
O -4.2390 2.0100 3.5026 0.556 0.309 -0.700
O -4.0319 1.3083 1.1294 -0.620 0.978 0.660
F -6.1211 2.0070 2.0985 0.602 0.324 -0.405
N -0.1304 -1.5065 0.4282 -2.246 -1.991 0.660
S -0.8390 -0.1346 0.3416 0.388 5.863 -0.436
O -1.6410 0.3131 1.4530 1.024 -1.114 -1.045
O -1.2421 0.1660 -1.0043 -0.274 0.038 0.466
F 0.5096 0.7910 0.4860 -0.155 -0.580 0.123
S -1.5290 -2.4164 0.4445 1.696 -4.884 0.842
O -2.1673 -2.5981 -0.8254 0.168 0.620 0.515
O -2.2991 -2.4992 1.6522 0.111 1.208 -0.632
F -0.6693 -3.8107 0.6549 -0.242 0.699 -0.675
```
Forces are in eV/Å.

Mulliken atomic charge list, values in e, 5 entries: atom 1 (C): -1.3878, atom 2 (C): -0.0628, atom 3 (C): -0.7042, atom 4 (C): -0.8888, atom 5 (N): 0.2321